Entry 1:
Below is C24H46N5O7PS as an isolated structure, with properties calculated with ωB97M-V/def2-TZVPD.

Geometry as ORCA input:
```
! wB97M-V def2-TZVPD RIJCOSX def2/J DEFGRID3
* xyz 0 1
C 4.308 -0.447 1.302
C 3.532 -1.679 0.780
C 2.808 -1.484 -0.566
C 1.559 -0.552 -0.569
C 0.579 -0.760 0.603
C 0.875 0.146 1.830
N 1.197 1.499 1.428
C 0.613 2.543 2.292
O 0.506 -2.201 0.886
S -0.399 -2.807 -0.312
O 0.351 -3.302 -1.428
O -1.252 -3.843 0.168
O -1.181 -1.457 -0.839
C -0.882 -0.496 0.197
P -2.223 -0.891 1.480
O -3.222 -1.816 0.941
O -2.860 0.507 1.959
O -1.629 -1.557 2.841
H 3.717 0.180 1.984
H 5.134 -0.829 1.923
H 4.771 0.156 0.518
H 4.285 -2.465 0.613
H 2.890 -2.052 1.587
H 2.563 -2.435 -1.054
H 3.540 -1.004 -1.237
H 1.039 -0.743 -1.520
H 1.921 0.488 -0.651
H 0.029 0.140 2.523
H 1.701 -0.353 2.367
H 2.193 1.646 1.351
H -0.096 3.162 1.724
H 1.417 3.215 2.614
H 0.150 2.168 3.212
H -1.088 0.552 -0.051
H -3.253 0.358 2.833
H -1.589 -2.509 2.649
C 3.165 3.651 -4.093
C 1.787 3.438 -3.477
C 1.781 3.616 -1.954
C 2.679 2.646 -1.319
N 3.372 1.877 -0.822
H 3.886 2.919 -3.726
H 3.117 3.544 -5.177
H 3.546 4.650 -3.868
H 1.433 2.437 -3.731
H 1.084 4.148 -3.917
H 0.774 3.467 -1.559
H 2.104 4.623 -1.684
C 0.514 -5.884 -3.428
C 1.226 -5.344 -4.662
C 1.719 -6.449 -5.604
C 2.680 -7.325 -4.918
N 3.433 -8.006 -4.382
H 1.181 -6.491 -2.814
H 0.159 -5.063 -2.808
H -0.347 -6.496 -3.709
H 2.072 -4.729 -4.345
H 0.544 -4.692 -5.211
H 2.208 -6.013 -6.476
H 0.880 -7.054 -5.953
C -1.229 2.349 6.481
C -0.450 3.360 7.315
C -0.469 4.770 6.715
C 0.141 4.769 5.378
N 0.618 4.769 4.334
H -0.796 2.233 5.486
H -1.214 1.369 6.958
H -2.272 2.655 6.367
H 0.582 3.019 7.418
H -0.876 3.398 8.320
H 0.087 5.459 7.351
H -1.493 5.138 6.634
C -4.946 0.821 -3.059
C -6.357 0.570 -2.538
C -6.524 0.955 -1.064
C -5.614 0.168 -0.218
N -4.900 -0.447 0.444
H -4.211 0.215 -2.526
H -4.878 0.562 -4.115
H -4.670 1.873 -2.950
H -6.604 -0.485 -2.672
H -7.067 1.144 -3.137
H -7.549 0.772 -0.740
H -6.309 2.016 -0.920
*
```

Values from the calculation:
strongest force on any atom = 3.6 eV/A
frontier orbital gap = 9.4 eV
HOMO level = -9.048 eV
E_LUMO = 0.342 eV


Entry 2:
Below is a 3-piece molecular cluster, C28H64N5O4 overall, with properties calculated with ωB97M-V/def2-TZVPD.

Geometry as ORCA input:
```
! wB97M-V def2-TZVPD RIJCOSX def2/J DEFGRID3
* xyz 1 1
C -1.410 -1.339 -3.101
C -0.814 -2.810 -2.583
O -0.450 -3.551 -3.806
C 0.925 -4.107 -3.710
C 2.043 -3.008 -4.289
C 2.806 -2.217 -3.072
C 2.627 -0.601 -3.300
C 1.883 0.135 -1.996
C 2.593 1.574 -1.625
C 4.223 1.409 -1.290
N 4.421 2.054 0.059
C 3.470 1.541 1.110
N 3.767 0.716 2.168
C 5.204 0.179 2.346
C 5.431 -1.015 1.198
C 2.786 0.248 3.239
C 2.497 -1.388 3.190
C 3.278 -2.145 4.434
O 3.929 -3.393 3.948
N 2.010 2.015 0.937
C 1.788 2.467 -0.508
C 0.149 2.499 -0.721
C -0.295 3.313 -2.111
C -0.647 3.205 0.556
C -1.307 2.051 1.564
H -1.630 -0.618 -2.181
H -2.343 -1.450 -3.812
H -0.537 -0.863 -3.736
H 0.084 -2.702 -1.835
H -1.697 -3.317 -1.977
H 1.202 -4.433 -2.615
H 0.971 -5.011 -4.485
H 1.439 -2.317 -5.025
H 2.878 -3.570 -4.906
H 2.365 -2.551 -2.023
H 3.943 -2.577 -3.061
H 3.679 -0.147 -3.540
H 1.939 -0.342 -4.239
H 0.753 0.223 -2.291
H 2.072 -0.572 -1.055
H 2.567 2.212 -2.634
H 4.857 1.986 -2.099
H 4.550 0.261 -1.324
H 5.411 2.106 0.364
H 6.018 1.002 2.177
H 5.306 -0.373 3.396
H 4.417 -1.519 0.864
H 5.902 -0.568 0.196
H 6.104 -1.899 1.634
H 3.352 0.422 4.276
H 1.805 0.880 3.305
H 1.334 -1.509 3.429
H 2.683 -1.867 2.139
H 4.128 -1.508 4.930
H 2.485 -2.351 5.299
H 4.927 -3.177 3.978
H 1.345 1.220 1.059
H 2.170 3.589 -0.649
H -0.329 1.421 -0.826
H 0.626 3.684 -2.732
H -0.924 4.285 -1.841
H -0.998 2.609 -2.759
H 0.088 3.905 1.172
H -1.563 3.868 0.208
H -0.921 0.974 1.225
H -0.888 2.186 2.669
H -2.477 2.017 1.509
C -3.305 5.468 2.497
C -2.059 6.343 2.617
C -2.319 7.699 3.314
O -2.984 8.666 2.496
C -4.390 8.497 2.414
N -1.478 6.529 1.278
H -3.976 5.794 1.698
H -3.022 4.435 2.269
H -3.870 5.459 3.436
H -1.337 5.792 3.230
H -1.346 8.142 3.559
H -2.847 7.567 4.265
H -4.818 8.127 3.351
H -4.638 7.828 1.588
H -4.837 9.470 2.191
H -0.591 7.024 1.373
H -2.074 7.195 0.777
C -4.090 -6.851 0.517
C -3.757 -5.890 -0.623
C -4.978 -5.518 -1.495
O -5.387 -6.541 -2.407
C -6.179 -7.563 -1.824
N -2.673 -6.469 -1.432
H -4.211 -7.884 0.178
H -3.282 -6.856 1.258
H -5.009 -6.549 1.030
H -3.386 -4.966 -0.165
H -4.694 -4.662 -2.120
H -5.824 -5.185 -0.882
H -6.838 -7.180 -1.039
H -5.538 -8.355 -1.435
H -6.799 -8.002 -2.612
H -2.382 -5.781 -2.127
H -3.082 -7.222 -1.994
*
```

Values from the calculation:
strongest force on any atom = 4.8 eV/A
frontier orbital gap = 7.4 eV
HOMO level = -10.553 eV
E_LUMO = -3.156 eV


Entry 3:
Below is BF4H16KO8 as an isolated structure, with properties calculated with ωB97M-V/def2-TZVPD.

Geometry as ORCA input:
```
! wB97M-V def2-TZVPD RIJCOSX def2/J DEFGRID3
* xyz 0 1
K -1.255 3.857 -1.260
B 0.157 1.256 -0.284
F -0.241 2.004 0.832
F -1.010 1.143 -1.108
F 1.206 1.905 -0.949
F 0.580 -0.049 0.050
O 0.097 -0.048 -3.382
H -0.301 -0.046 -2.498
H -0.502 0.477 -3.921
O 3.534 -0.340 -0.636
H 3.714 -0.612 -1.542
H 2.569 -0.299 -0.580
O -1.684 -2.374 0.825
H -1.771 -3.331 0.822
H -0.933 -2.188 1.437
O 0.720 -2.335 2.288
H 1.309 -1.577 2.175
H 1.049 -2.805 3.063
O 1.541 -2.983 -0.969
H 1.163 -2.299 -0.399
H 1.697 -2.549 -1.815
O 2.184 3.806 1.080
H 2.500 4.369 0.366
H 1.754 3.056 0.643
O -2.974 1.251 2.601
H -2.535 1.013 1.774
H -3.690 0.610 2.672
O -3.330 -0.389 -0.334
H -3.031 0.349 -0.889
H -2.517 -0.870 -0.063
*
```

Values from the calculation:
strongest force on any atom = 1.3 eV/A
relative energy (zero: lowest compared OMol25 entry of this formula, charge and spin) = 0.0 kJ/mol
frontier orbital gap = 8.9 eV
HOMO level = -10.413 eV
E_LUMO = -1.485 eV


Entry 4:
Below is a 10-piece molecular cluster, C48H88N4O24 overall, with properties calculated with ωB97M-V/def2-TZVPD.

Geometry as ORCA input:
```
! wB97M-V def2-TZVPD RIJCOSX def2/J DEFGRID3
* xyz 0 1
O 5.679 -0.185 -2.894
C 5.864 -0.184 -4.165
C 5.276 -1.206 -4.945
C 5.451 -1.138 -6.307
C 6.195 -0.094 -6.869
O 6.447 -0.087 -8.226
C 6.828 0.874 -6.110
C 6.676 0.817 -4.712
H 4.836 -0.627 -2.768
H 4.752 -2.026 -4.478
H 5.115 -1.943 -6.944
H 6.961 0.621 -8.621
H 7.594 1.523 -6.505
H 7.213 1.453 -4.024
O 1.558 -4.759 -7.225
C 1.085 -3.688 -6.501
C -0.246 -3.396 -6.342
C -0.646 -2.381 -5.397
C 0.389 -1.633 -4.793
O 0.046 -0.729 -3.763
C 1.732 -1.880 -5.059
C 2.079 -2.907 -5.878
H 0.987 -5.500 -7.443
H -0.932 -4.087 -6.808
H -1.694 -2.267 -5.165
H 0.734 -0.260 -3.285
H 2.455 -1.334 -4.472
H 3.105 -3.216 -6.009
C -2.104 -7.720 4.222
O -1.446 -6.616 3.604
C -2.224 -5.433 3.235
C -1.217 -4.223 3.009
N -0.528 -3.953 4.270
C 0.303 -2.685 4.243
C 1.824 -2.780 3.949
O 2.150 -3.227 2.637
C 3.510 -3.374 2.405
H -2.392 -7.524 5.254
H -1.365 -8.513 4.103
H -3.101 -7.922 3.830
H -3.014 -5.304 3.975
H -2.455 -5.709 2.207
H -1.611 -3.279 2.633
H -0.475 -4.587 2.298
H 0.084 -4.716 4.525
H 0.379 -2.250 5.239
H -0.174 -1.938 3.609
H 2.233 -3.516 4.641
H 2.382 -1.868 4.159
H 3.656 -3.897 1.460
H 4.123 -3.926 3.117
H 3.888 -2.389 2.132
C -4.584 -1.983 4.989
O -5.229 -1.207 3.958
C -6.443 -1.765 3.433
C -6.235 -3.144 2.643
N -5.254 -2.831 1.545
C -4.894 -3.958 0.643
C -3.619 -3.746 -0.266
O -3.933 -2.755 -1.225
C -2.675 -2.113 -1.729
H -4.002 -2.822 4.609
H -5.273 -2.620 5.545
H -3.868 -1.423 5.591
H -6.837 -0.959 2.813
H -7.120 -1.957 4.265
H -7.165 -3.410 2.140
H -5.902 -3.877 3.378
H -4.435 -2.451 1.999
H -5.725 -4.158 -0.033
H -4.817 -4.891 1.202
H -3.547 -4.720 -0.750
H -2.696 -3.560 0.283
H -2.889 -1.177 -2.243
H -2.118 -2.763 -2.404
H -1.994 -1.852 -0.919
C 1.509 8.043 -6.986
O 1.330 6.808 -6.258
C 1.855 6.944 -4.982
C 1.595 5.635 -4.162
N 2.297 4.509 -4.819
C 1.676 3.225 -4.515
C 2.309 2.012 -5.339
O 1.759 1.979 -6.637
C 2.616 2.130 -7.767
H 0.974 8.828 -6.452
H 0.846 8.104 -7.849
H 2.534 8.366 -7.167
H 1.265 7.678 -4.432
H 2.915 7.160 -4.849
H 0.512 5.515 -4.152
H 1.955 5.711 -3.136
H 2.462 4.635 -5.807
H 0.611 3.025 -4.630
H 1.964 2.890 -3.518
H 2.198 1.078 -4.788
H 3.381 2.118 -5.508
H 3.320 1.314 -7.932
H 3.197 3.042 -7.629
H 2.191 2.172 -8.770
C 1.338 1.396 4.647
O 1.573 2.378 5.706
C 0.407 3.080 6.229
C 0.784 3.891 7.506
N -0.289 4.786 7.996
C 0.053 5.584 9.195
C -0.067 4.756 10.483
O -1.381 4.278 10.835
C -2.416 5.180 10.979
H 0.507 0.733 4.885
H 2.252 0.819 4.499
H 1.111 1.746 3.640
H -0.427 2.459 6.556
H -0.006 3.727 5.454
H 1.727 4.398 7.303
H 1.103 3.141 8.230
H -1.063 4.229 8.328
H -0.646 6.411 9.320
H 1.036 6.038 9.076
H 0.442 5.304 11.275
H 0.521 3.858 10.294
H -3.141 4.632 11.582
H -2.835 5.602 10.066
H -1.995 6.059 11.467
O 2.518 0.370 -2.279
C 1.990 0.263 -1.159
O 1.618 1.283 -0.376
C 0.906 0.726 0.665
C 1.149 -0.749 0.721
O 1.547 -0.905 -0.642
H 1.157 1.328 1.538
H -0.163 0.782 0.461
H 0.238 -1.318 0.908
H 1.991 -1.286 1.158
O -1.033 2.969 -0.819
C -1.848 3.255 -1.740
O -1.501 4.009 -2.748
C -2.629 4.283 -3.582
C -3.677 3.355 -3.069
O -3.096 2.860 -1.815
H -2.836 5.353 -3.570
H -2.393 3.932 -4.587
H -3.818 2.473 -3.695
H -4.582 3.926 -2.860
O -2.624 -1.239 1.801
C -2.495 -0.041 1.949
O -3.242 0.983 1.463
C -2.894 2.203 2.136
C -1.480 1.925 2.561
O -1.459 0.543 2.613
H -2.861 3.074 1.481
H -3.593 2.429 2.941
H -1.451 2.414 3.535
H -0.747 2.340 1.870
O -1.015 -5.474 -0.076
C -0.264 -5.170 -0.938
O -0.453 -5.447 -2.228
C 0.174 -4.485 -3.021
C 1.368 -4.053 -2.109
O 0.907 -4.458 -0.877
H 0.601 -4.828 -3.964
H -0.508 -3.640 -3.117
H 1.675 -3.009 -2.167
H 2.245 -4.654 -2.349
*
```

Values from the calculation:
strongest force on any atom = 5.3 eV/A
frontier orbital gap = 8.0 eV
HOMO level = -7.642 eV
E_LUMO = 0.359 eV
SMILES string = Oc1ccc(O)cc1.Oc1ccc(O)cc1.COCCNCCOC.COCCNCCOC.COCCNCCOC.COCCNCCOC.O=C1OCCO1.O=C1OCCO1.O=C1OCCO1.O=C1OCCO1


Entry 5:
Below is C39H30BrN6O5PSeTi as an isolated structure, with properties calculated with ωB97M-V/def2-TZVPD.

Geometry as ORCA input:
```
! wB97M-V def2-TZVPD RIJCOSX def2/J DEFGRID3
* xyz 0 3
Ti -0.323 -0.063 -0.190
Br -1.291 -4.455 -6.192
C -1.268 -3.513 -4.538
C -2.034 -3.986 -3.480
C -1.999 -3.293 -2.278
C -1.218 -2.153 -2.119
O -1.195 -1.557 -0.925
C -0.445 -1.658 -3.208
C 0.373 -0.500 -3.156
N 0.476 0.336 -2.094
C 1.334 1.400 -2.143
C 2.285 1.664 -3.128
C 3.046 2.843 -3.115
C 2.895 3.804 -2.152
C 1.969 3.573 -1.106
C 1.726 4.499 -0.072
C 0.830 4.215 0.923
C 0.195 2.966 0.908
N 0.398 2.081 -0.044
C 1.235 2.366 -1.076
C -0.496 -2.384 -4.420
H -2.636 -4.876 -3.591
H -2.565 -3.637 -1.423
H 0.934 -0.269 -4.055
H 2.468 0.945 -3.912
H 3.773 2.986 -3.905
H 3.473 4.719 -2.166
H 2.261 5.442 -0.078
H 0.623 4.913 1.722
H -0.466 2.671 1.715
H 0.090 -2.043 -5.265
Se -6.579 3.191 3.069
N -5.390 1.970 3.605
C -4.589 1.749 2.602
C -3.466 0.814 2.660
C -3.175 0.034 3.778
C -2.096 -0.824 3.722
C -1.309 -0.860 2.578
N -1.568 -0.094 1.516
C -2.651 0.700 1.539
C -2.948 1.427 0.297
N -2.143 1.173 -0.743
C -2.378 1.765 -1.906
C -3.431 2.659 -2.078
C -4.258 2.938 -1.011
C -4.020 2.309 0.210
C -4.855 2.501 1.394
N -5.864 3.324 1.436
H -3.799 0.103 4.658
H -1.850 -1.468 4.554
H -0.445 -1.510 2.480
H -1.693 1.508 -2.705
H -3.590 3.116 -3.045
H -5.089 3.626 -1.101
C 1.653 1.714 4.553
P 1.631 0.758 2.978
C 3.135 1.427 2.174
C 2.262 -0.851 3.590
H 2.593 1.602 5.100
H 0.834 1.385 5.195
H 1.502 2.774 4.341
H 4.003 1.409 2.837
H 2.953 2.455 1.854
H 3.352 0.834 1.284
H 3.240 -0.753 4.067
H 2.330 -1.560 2.764
H 1.560 -1.258 4.320
O 1.196 -2.965 0.793
C 1.653 -2.093 0.079
O 1.443 -0.806 0.301
C 2.467 -2.392 -1.140
C 2.323 -3.640 -1.729
C 2.961 -3.954 -2.931
C 3.744 -2.971 -3.482
O 4.472 -3.026 -4.640
C 5.070 -1.740 -4.795
O 4.731 -0.951 -3.657
C 3.898 -1.730 -2.889
C 3.269 -1.399 -1.719
H 1.677 -4.360 -1.246
H 2.838 -4.914 -3.412
H 4.673 -1.266 -5.697
H 6.154 -1.851 -4.849
H 3.358 -0.419 -1.274
*
```

Values from the calculation:
strongest force on any atom = 2.1 eV/A
frontier orbital gap (alpha / beta) = 3.8 / 6.0 eV
HOMO level (alpha / beta) = -5.088 / -7.265 eV
E_LUMO (alpha / beta) = -1.296 / -1.288 eV


Entry 6:
Below is one molecule with the formula C8H10ClN3, with properties calculated with ωB97M-V/def2-TZVPD.

Geometry as ORCA input:
```
! wB97M-V def2-TZVPD RIJCOSX def2/J DEFGRID3
* xyz 0 1
C -3.249 -1.729 -0.063
N -3.319 -0.269 -0.120
C -4.381 0.595 0.350
N -2.250 0.407 -0.189
N -1.171 -0.415 0.046
C 0.026 0.181 -0.142
C 0.156 1.552 -0.003
C 1.436 2.090 -0.089
C 2.658 1.403 -0.073
C 2.502 0.007 0.055
Cl 3.707 -1.231 0.124
C 1.208 -0.617 -0.203
H -2.883 -1.873 -1.185
H -4.275 -2.212 0.027
H -2.320 -2.146 0.682
H -4.549 0.463 1.432
H -4.024 1.571 -0.049
H -5.234 0.299 -0.320
H -0.806 2.287 0.228
H 1.527 3.196 -0.080
H 3.617 2.086 0.224
H 0.969 -1.701 -0.228
*
```

Values from the calculation:
strongest force on any atom = 6.7 eV/A
relative energy (zero: lowest compared OMol25 entry of this formula, charge and spin) = 377.2 kJ/mol
frontier orbital gap = 8.1 eV
HOMO level = -7.952 eV
E_LUMO = 0.193 eV
SMILES string = CN(C)/N=N/c1cccc(Cl)c1